No. 1
Density functional theory data (wB97M-V/def2-TZVPD) for a cluster of 7 separate species, C18H32NO21S2 in total at a distorted geometry.

LUMO level: 2.159 eV
2S+1: 1
Total charge: -1
Energy relative to the best compared isomer or geometry (same formula, charge and spin): 245.6 kJ/mol

Positions of all 74 atoms, in Å:
N 0.19475 -0.19709 -1.09635
O 0.60328 -0.45738 0.01568
O 0.76568 0.69434 -1.77270
O -0.16000 -1.22899 -1.75263
O 3.66334 0.98042 5.27312
S 2.42894 0.38686 4.94759
O 1.26003 1.06092 4.38070
O 2.78852 -0.76532 3.78504
C 2.15331 -0.73626 2.60456
C 2.60685 -2.10641 1.89898
C 1.96415 -0.60501 6.21495
H 2.47259 0.11180 1.95436
H 1.01467 -0.71115 2.77906
H 2.19799 -2.91943 2.81222
H 3.89706 -1.97444 2.13334
H 2.03235 -2.20485 0.93403
H 1.16183 -1.26992 5.94953
H 1.70949 0.01735 7.12348
H 2.94003 -1.13883 6.29653
O -1.50505 4.20333 1.27960
S -2.31758 3.14914 1.70045
O -3.39432 3.25230 2.63884
O -3.14201 2.52104 0.26362
C -2.48102 2.62892 -0.88282
C -3.50348 2.40377 -2.03929
C -1.31870 1.73092 2.22538
H -1.53782 2.24165 -0.93367
H -2.08122 3.63310 -1.01573
H -4.30075 2.97524 -2.08526
H -3.75972 1.38521 -2.27956
H -3.28984 2.71452 -3.13588
H -0.74173 1.91951 3.24434
H -0.71032 1.55934 1.45741
H -2.00950 1.04150 2.59267
C -1.95543 -2.13008 1.40128
C -0.87373 -3.26839 1.38817
O -0.58538 -3.39004 2.78280
C -1.33131 -2.55878 3.44369
O -1.37340 -2.33713 4.58257
O -2.07265 -1.80247 2.68258
H -2.72552 -2.77044 1.00030
H -1.60109 -1.29273 0.56019
H -0.07686 -2.96431 0.81421
H -1.17365 -4.09578 0.81643
C 0.89395 5.49611 -1.18324
C 1.30460 4.10308 -0.69129
O 2.32548 4.36886 0.28684
C 2.48426 5.65464 0.47247
O 3.19399 6.19239 1.30491
O 1.70009 6.32363 -0.37946
H -0.18015 5.65670 -1.16551
H 0.99630 5.68599 -2.17189
H 1.75471 3.48531 -1.54582
H 0.40939 3.92243 -0.20965
C 2.33238 -2.71427 -3.19802
C 2.33216 -2.93403 -1.70169
O 2.98814 -4.17653 -1.52757
C 3.61653 -4.54186 -2.73682
O 4.17140 -5.56531 -2.78837
O 3.28070 -3.74349 -3.73257
H 2.62845 -1.82536 -3.54662
H 1.21039 -2.87637 -3.62414
H 1.55355 -2.86050 -1.10497
H 3.10687 -2.12104 -1.40635
C -2.40451 -0.78276 -4.10783
C -2.28690 -2.36015 -4.20622
O -3.16782 -2.56037 -5.37355
C -3.81769 -1.44807 -5.82399
O -4.75461 -1.44420 -6.57848
O -3.20068 -0.38474 -5.14316
H -1.42498 -0.34478 -4.23817
H -2.96669 -0.58543 -3.07871
H -2.64608 -2.80273 -3.21146
H -1.26599 -2.50305 -4.57246

=====

No. 2
Density functional theory data (wB97M-V/def2-TZVPD) for a cluster of 3 separate species, C18H32O9 in total at a distorted geometry.

LUMO level: 0.693 eV
Structure (SMILES): CCC[C@@H](C)OC(=O)OCC(C)C.C[C@@H]1COC(=O)O1.C[C@@H]1COC(=O)O1
2S+1: 1
Energy relative to the best compared isomer or geometry (same formula, charge and spin): 212.9 kJ/mol

Positions of all 59 atoms, in Å:
C 2.37011 -0.42233 0.63189
C 1.14295 0.56140 0.89655
C -0.26886 -0.13012 1.15896
C -0.33355 -1.70637 0.93694
C -1.60175 -2.22253 1.80877
O -0.68955 -1.93682 -0.45013
C 0.09064 -2.89416 -1.08480
O 0.62890 -3.88619 -0.58948
O 0.21621 -2.74205 -2.50217
C 0.91507 -1.51516 -2.82978
C -0.00035 -0.21196 -2.92148
C -1.47272 -0.46064 -3.48745
C 0.80145 0.91480 -3.73247
H 2.15656 -1.29114 -0.06339
H 3.20659 0.19081 0.14078
H 2.76721 -0.80331 1.63750
H 1.40281 1.15475 1.84612
H 1.12252 1.32128 0.04183
H -1.00549 0.32586 0.40137
H -0.71734 0.11988 2.18182
H 0.54809 -2.29271 1.32993
H -2.58930 -1.82670 1.41182
H -1.41173 -1.80857 2.86325
H -1.59056 -3.36183 1.93353
H 1.35535 -1.67620 -3.88004
H 1.82664 -1.36990 -2.15112
H -0.12508 0.16719 -1.84379
H -1.53594 -0.08015 -4.56819
H -2.16848 0.23433 -2.89391
H -1.83122 -1.53288 -3.42474
H 1.06970 1.80574 -3.07503
H 0.11767 1.30042 -4.55175
H 1.73681 0.45258 -4.18530
C 1.38966 6.57886 -5.56889
C 0.82299 6.32396 -4.18807
C 1.87239 6.21712 -3.12012
O 1.24091 5.37975 -2.15793
C 0.37969 4.58164 -2.84868
O -0.13995 3.60354 -2.40363
O 0.19389 5.04425 -4.11756
H 2.10746 7.40218 -5.55900
H 1.87570 5.68473 -5.96731
H 0.58713 6.83519 -6.26465
H 0.07602 7.08546 -3.93857
H 2.12687 7.18581 -2.68739
H 2.78962 5.72529 -3.45915
C -1.72035 -5.64177 5.91114
C -1.21973 -4.28596 6.36266
C -2.24027 -3.49451 7.12753
O -1.84136 -2.15334 6.86593
C -1.23979 -2.16268 5.64420
O -0.99528 -1.18521 5.00323
O -0.95813 -3.43539 5.24626
H -2.18914 -6.18717 6.73332
H -2.43638 -5.54513 5.09113
H -0.89058 -6.24349 5.53275
H -0.29084 -4.39575 6.93289
H -2.21646 -3.70723 8.19735
H -3.26189 -3.63055 6.75894

=====

Number 1: E_HOMO -6.75 eV. Number 2: E_HOMO -9.86 eV.